Run one
A gas-phase ion, C5H8NO (charge +1). Source: the Open Molecules 2025 dataset; level of theory: the ωB97M-V functional and the def2-TZVPD basis.

CARTESIAN COORDINATES (ANGSTROEM)
C (-1.49014, -0.54490, -1.96692)
C (-1.05987, -0.38501, -0.77031)
C (0.30329, -0.02796, -0.43928)
C (0.93374, -0.30856, 0.89294)
C (0.54401, 1.15857, 1.54336)
N (0.16203, 1.57889, 0.19475)
O (-0.19743, 2.62331, -0.20426)
H (-2.39335, -1.07966, -2.19540)
H (-0.81691, -0.29168, -2.74019)
H (-1.77792, -0.78471, -0.08580)
H (0.85415, 0.20883, -1.28703)
H (1.99880, -0.37494, 0.98361)
H (0.43620, -1.08833, 1.45181)
H (-0.14039, 1.11199, 2.30815)
H (1.42532, 1.66007, 1.86582)

Output
HOMO energy, Ha: -0.55165
Spin multiplicity: 1
E_LUMO, eV: -6.52
SMILES: C=C[C@@H]1CC[N+]1=O
Kohn-Sham gap, eV: 8.5
Total charge: +1

Results of the Löwdin charge analysis, in e, for atoms 1 through 8: number 1, C, carries 0.100; number 2, C, carries -0.153; number 3, C, carries -0.083; number 4, C, carries -0.032; number 5, C, carries 0.021; number 6, N, carries -0.058; number 7, O, carries 0.273; number 8, H, carries 0.098

Run two
A gas-phase ion, C5H8NO (charge +1). Source: the Open Molecules 2025 dataset; level of theory: the ωB97M-V functional and the def2-TZVPD basis.

CARTESIAN COORDINATES (ANGSTROEM)
C (-0.44737, -1.86928, -0.19000)
C (-0.21270, -0.53263, 0.39768)
C (-1.05825, 0.60113, 0.13537)
C (-0.47592, 1.74061, -0.07623)
C (0.99115, 1.43652, -0.15799)
N (1.14195, 0.01640, 0.06572)
O (2.15559, -0.60397, -0.10428)
H (-0.76902, -1.72609, -1.29999)
H (-1.26444, -2.58652, 0.17440)
H (0.34791, -2.63741, -0.23591)
H (-0.10328, -0.57175, 1.49521)
H (-2.04522, 0.38331, 0.40589)
H (-1.05724, 2.67678, -0.26939)
H (1.45201, 1.70387, -1.06056)
H (1.34482, 1.96903, 0.72007)

Output
HOMO energy, Ha: -0.55642
Spin multiplicity: 1
E_LUMO, eV: -7.08
SMILES: C[C@@H]1C=CC[N+]1=O
Kohn-Sham gap, eV: 8.1
Total charge: +1

Results of the Löwdin charge analysis, in e, for atoms 1 through 8: number 1, C, carries -0.026; number 2, C, carries -0.280; number 3, C, carries -0.065; number 4, C, carries -0.001; number 5, C, carries -0.034; number 6, N, carries -0.051; number 7, O, carries 0.276; number 8, H, carries 0.135

run two has the most favorable energy; the next structure is 0.0319 hartree above.

Run one
A gas-phase ion, C5H8NO (charge +1). Source: the Open Molecules 2025 dataset; level of theory: the ωB97M-V functional and the def2-TZVPD basis.

CARTESIAN COORDINATES (ANGSTROEM)
C (1.36933, -0.34291, 0.64261)
C (3.40777, -0.02335, -0.43350)
C (0.30194, -0.78242, 0.08188)
C (-2.09199, 0.88059, 0.29950)
C (-1.95186, -0.42995, -0.40272)
N (2.35016, 0.36990, 0.16721)
O (-0.72573, -1.27164, -0.32074)
H (1.15474, -0.48056, 1.71633)
H (4.22134, 0.73839, -0.63602)
H (3.50768, -1.08481, -0.70913)
H (-2.44723, 0.78007, 1.29598)
H (-1.36777, 1.75012, 0.13422)
H (-2.88878, 1.46354, -0.29444)
H (-2.18984, -0.28074, -1.50115)
H (-2.64975, -1.28621, -0.04001)

Output
HOMO energy, Ha: -0.51304
Spin multiplicity: 1
E_LUMO, eV: -4.76
Kohn-Sham gap, eV: 9.2
Total charge: +1

Results of the Löwdin charge analysis, in e, for atoms 1 through 8: number 1, C, carries -0.127; number 2, C, carries 0.086; number 3, C, carries 0.027; number 4, C, carries -0.072; number 5, C, carries -0.139; number 6, N, carries 0.017; number 7, O, carries 0.138; number 8, H, carries 0.190

Run two
2 unconnected molecules or ions with the total composition C5H8NO. Source: the Open Molecules 2025 dataset; level of theory: the ωB97M-V functional and the def2-TZVPD basis.

CARTESIAN COORDINATES (ANGSTROEM)
C (-0.61651, 0.00905, 1.20915)
C (3.34843, -0.82810, 0.08601)
C (1.68705, 1.08545, 0.11008)
C (-1.56294, -0.11227, 0.42589)
C (-3.53836, 0.15532, -0.81531)
N (2.55420, 0.32710, 0.01608)
O (-2.45674, -0.61273, -0.32505)
H (0.19562, 0.33319, 1.86080)
H (3.98430, -0.73199, 0.95896)
H (4.09800, -0.84386, -0.75889)
H (2.73224, -1.73002, 0.28716)
H (0.87297, 1.84356, 0.06512)
H (-3.19078, 0.72958, -1.66733)
H (-3.93239, 0.96331, -0.24650)
H (-4.17512, -0.58757, -1.20618)

Output
HOMO energy, Ha: -0.47473
Spin multiplicity: 1
E_LUMO, eV: -4.39
Kohn-Sham gap, eV: 8.5
Total charge: +1

Results of the Löwdin charge analysis, in e, for atoms 1 through 8: number 1, C, carries 0.080; number 2, C, carries -0.009; number 3, C, carries 0.261; number 4, C, carries -0.235; number 5, C, carries -0.023; number 6, N, carries 0.088; number 7, O, carries -0.027; number 8, H, carries 0.036

Run three
A molecular structure, C5H8NO. Source: the Open Molecules 2025 dataset; level of theory: the ωB97M-V functional and the def2-TZVPD basis.

CARTESIAN COORDINATES (ANGSTROEM)
C (-1.79867, -0.86486, -0.61593)
C (-0.49574, -1.13880, 0.11984)
C (-0.67981, 0.85250, 0.57808)
C (0.49754, -0.10501, 0.09816)
C (1.89759, 0.13618, 0.09633)
N (-1.71478, -0.36340, 0.73597)
O (-1.02650, 1.80035, -0.29011)
H (-1.75349, -0.10593, -1.47692)
H (-2.28516, -1.78417, -0.80398)
H (-0.35066, -2.20022, 0.16152)
H (-0.29111, 1.14918, 1.55331)
H (2.63632, -0.78167, 0.23248)
H (2.26545, 1.07802, 0.69361)
H (1.94198, 0.39905, -0.94890)
H (-1.79624, 2.14038, 0.00889)

Output
HOMO energy, Ha: -0.57118
Spin multiplicity: 1
E_LUMO, eV: -6.12
Kohn-Sham gap, eV: 9.4
Total charge: +1

Results of the Löwdin charge analysis, in e, for atoms 1 through 8: number 1, C, carries -0.029; number 2, C, carries -0.119; number 3, C, carries -0.273; number 4, C, carries -0.009; number 5, C, carries 0.012; number 6, N, carries 0.149; number 7, O, carries 0.119; number 8, H, carries 0.165

run three has the most favorable energy; the next structure is 0.0023 hartree above.

Run one
17 unconnected molecules or ions with the total composition H33O17. Source: the Open Molecules 2025 dataset; level of theory: the ωB97M-V functional and the def2-TZVPD basis.

CARTESIAN COORDINATES (ANGSTROEM)
O (3.90588, -3.82166, -1.81366)
H (4.17732, -3.92089, -2.75592)
H (3.26595, -3.02880, -1.87760)
O (-2.83084, -1.89588, -1.71171)
H (-1.46856, -1.35827, -1.54817)
H (-3.26245, -1.91960, -2.54475)
O (1.96410, 3.99430, -2.93811)
H (2.18433, 3.36608, -2.24876)
H (1.39577, 4.58733, -2.46122)
O (0.84138, 1.24425, -4.22604)
H (1.47124, 1.94843, -4.21888)
H (0.40988, 1.25293, -5.14177)
O (-1.88483, -4.22679, -1.78587)
H (-2.69235, -4.68967, -1.60326)
O (-4.32106, -3.16970, 3.53103)
H (0.08520, 1.24542, 3.32499)
H (-3.44599, -2.85046, 3.37421)
O (-0.34852, 0.80613, 0.77818)
H (1.43828, -0.83925, -0.93408)
H (-0.53773, 0.08897, 1.38565)
O (4.48896, -0.36519, 0.81365)
H (4.74668, 0.54608, 0.88410)
H (-2.29600, -3.25320, -1.52425)
O (-0.57091, -0.89276, -1.22121)
H (-0.51218, 0.33707, -0.10816)
H (-0.74445, -0.20219, -1.91867)
O (4.32697, 3.61816, -0.18261)
H (4.77321, 3.33298, 0.58669)
H (4.49641, 3.37629, -1.06055)
O (1.93665, -1.11682, -0.19026)
H (1.52384, -0.99036, 0.70413)
H (-4.18810, -1.23762, -1.30116)
O (-4.97003, 2.92462, -0.54585)
H (-5.78179, 2.80529, -0.08127)
H (-4.92982, 2.05151, -0.99985)
O (-4.83413, -0.48961, -1.07290)
H (-4.64949, -0.45311, -0.15276)
H (-4.66364, -2.81144, 2.69041)
O (1.41877, -3.00012, 3.62867)
H (2.31579, -3.13908, 3.47088)
H (0.86144, -2.29914, 3.88434)
O (0.55422, 2.03942, 3.48861)
H (1.06588, 1.67895, 4.23267)
H (4.18978, -0.55555, -0.05392)
O (1.20811, 4.64071, -0.27437)
H (1.88907, 4.64418, 0.44201)
H (0.56778, 3.96328, 0.00716)
O (-0.82368, -0.28058, 3.71229)
H (-1.53559, -0.23762, 4.36772)
H (-0.94487, -1.16201, 3.37982)

Output
HOMO energy, Ha: -0.22362
Spin multiplicity: 1
E_LUMO, eV: 1.84
Kohn-Sham gap, eV: 7.9
Total charge: -1

Results of the Löwdin charge analysis, in e, for atoms 1 through 8: number 1, O, carries -0.114; number 2, H, carries 0.034; number 3, H, carries 0.068; number 4, O, carries -0.302; number 5, H, carries 0.019; number 6, H, carries -0.008; number 7, O, carries -0.058; number 8, H, carries 0.018

Run two
17 unconnected molecules or ions with the total composition H33O17. Source: the Open Molecules 2025 dataset; level of theory: the ωB97M-V functional and the def2-TZVPD basis.

CARTESIAN COORDINATES (ANGSTROEM)
O (2.37401, 2.57474, -2.30422)
H (2.25266, 1.85662, -2.93482)
H (1.69206, 2.45633, -1.64563)
O (-2.68675, -0.30748, 1.04948)
H (-2.68917, 0.64673, 1.13745)
H (-1.81301, -0.67431, 0.81450)
O (-1.30250, -3.68127, -0.09375)
H (-0.96096, -2.75180, -0.10991)
H (-2.15361, -3.52796, 0.33227)
O (1.55649, -0.30093, 4.21594)
H (1.82013, -1.20269, 4.34662)
H (0.61259, -0.27575, 4.05576)
O (0.89176, 0.33900, -2.93278)
H (0.80326, -0.31245, -2.21595)
O (-5.84119, -0.56584, 2.55131)
H (-5.12710, -0.67678, 1.92305)
H (-5.72446, -0.91532, 3.42978)
O (2.07214, -2.46254, 2.06364)
H (1.96095, -2.15543, 1.13310)
H (1.80075, -3.38097, 2.01789)
O (-0.67552, 1.43133, -0.81042)
H (0.12828, 1.87727, -0.56509)
H (1.01995, -0.24486, -3.66901)
O (-4.01792, 1.51984, -1.03445)
H (-4.29124, 2.41943, -1.21979)
H (-3.06505, 1.43302, -1.14792)
O (2.45385, -4.02281, -1.14064)
H (1.67797, -4.46203, -0.77476)
H (3.22948, -4.39282, -0.71173)
O (-2.28263, 2.65614, -4.56346)
H (-3.06872, 2.88142, -4.06456)
H (-1.97318, 1.84784, -4.13798)
O (3.95036, 0.01988, -0.45279)
H (3.68530, 0.17509, -1.37054)
H (3.05926, -0.20954, -0.13730)
O (5.73798, 2.35221, -0.06480)
H (5.34128, 1.50222, 0.11095)
H (5.18222, 2.81885, -0.69134)
O (-1.88981, 1.13781, 3.25968)
H (-1.70740, 0.24564, 2.93788)
H (-1.07270, 1.58954, 3.04133)
O (-0.92600, -1.09645, -0.70345)
H (-1.37395, -1.37887, -1.50361)
H (-0.57179, 0.42939, -0.66474)
O (1.43919, -1.56753, -0.45805)
H (1.90716, -2.25861, -0.94207)
H (0.40498, -1.42411, -0.60067)
O (-0.64719, 3.68602, 1.96119)
H (-1.26682, 3.30461, 1.32622)
H (0.07464, 3.04820, 1.95815)

Output
HOMO energy, Ha: -0.26909
Spin multiplicity: 1
E_LUMO, eV: 2.31
Kohn-Sham gap, eV: 9.6
Total charge: -1

Results of the Löwdin charge analysis, in e, for atoms 1 through 8: number 1, O, carries -0.060; number 2, H, carries 0.006; number 3, H, carries -0.001; number 4, O, carries -0.085; number 5, H, carries 0.012; number 6, H, carries 0.007; number 7, O, carries -0.104; number 8, H, carries -0.015

run two has the most favorable energy; the next structure is 0.1091 hartree above.

Run one
4 unconnected molecules or ions with the total composition C4H16N2O2. Source: the Open Molecules 2025 dataset; level of theory: the ωB97M-V functional and the def2-TZVPD basis.

CARTESIAN COORDINATES (ANGSTROEM)
C (0.76055, -1.62677, -1.52125)
N (0.57241, -0.20384, -1.90334)
C (1.37944, 0.63244, -1.03416)
C (0.64499, 1.81089, -0.30704)
C (0.43187, 1.48518, 1.12019)
N (-2.73539, -1.25988, 1.72285)
H (0.85830, -1.59228, -0.41496)
H (-0.07746, -2.20626, -1.89410)
H (1.70086, -1.93699, -1.98648)
H (-0.44170, -0.05080, -1.48885)
H (2.11475, 1.10034, -1.70158)
H (1.89287, 0.07492, -0.24989)
H (1.18216, 2.75758, -0.39325)
H (1.36524, 1.13136, 1.59727)
H (-0.28078, 0.66391, 1.22323)
H (-0.03834, 2.24444, 1.75019)
H (-3.55355, -0.67488, 1.66775)
H (-2.56838, -1.41512, 2.70673)
H (-0.24832, 1.91598, -0.92181)
H (-2.44743, -0.36905, -1.03871)
O (-1.89016, 0.40824, -1.19846)
H (-1.91851, -0.92881, 1.24156)
H (2.10123, -1.05909, 1.65425)
O (1.19533, -0.90150, 1.36986)

Output
HOMO energy, Ha: -0.33766
Spin multiplicity: 1
E_LUMO, eV: -4.60
Kohn-Sham gap, eV: 4.6
Total charge: 0

Results of the Löwdin charge analysis, in e, for atoms 1 through 8: number 1, C, carries -0.034; number 2, N, carries 0.043; number 3, C, carries -0.204; number 4, C, carries -0.217; number 5, C, carries -0.131; number 6, N, carries 0.024; number 7, H, carries 0.074; number 8, H, carries 0.095

Run two
3 unconnected molecules or ions with the total composition C4H16N2O2. Source: the Open Molecules 2025 dataset; level of theory: the ωB97M-V functional and the def2-TZVPD basis.

CARTESIAN COORDINATES (ANGSTROEM)
C (-1.40138, -1.67434, -1.55970)
C (0.15546, -1.56971, -1.71260)
N (1.03566, -0.40939, -1.21244)
C (0.06807, 0.61978, -0.64301)
C (0.78981, 1.85649, -0.23064)
N (1.81997, 1.76877, 0.86698)
H (-1.65003, -2.21346, -0.76115)
H (-1.97661, -0.67405, -1.62227)
H (-1.79791, -2.10097, -2.51985)
H (0.46821, -2.42501, -1.13852)
H (0.49825, -1.44383, -2.77876)
H (1.63758, -0.05649, -1.97325)
H (-0.75466, 1.05477, -1.29840)
H (-0.34909, 0.22816, 0.31854)
H (0.00926, 2.59876, -0.02685)
H (1.67012, 2.22380, -1.12193)
H (1.88258, 0.87864, 1.32652)
H (1.66979, 2.35065, 1.72558)
O (-0.33680, -1.75564, 2.03829)
H (-1.27473, -1.71113, 2.27218)
H (-0.13291, -2.57803, 2.24872)
O (-0.42994, 1.82760, 2.46045)
H (-0.27308, 1.08923, 3.18490)
H (-1.32763, 2.11541, 2.15721)

Output
HOMO energy, Ha: -0.29354
Spin multiplicity: 1
E_LUMO, eV: 0.34
SMILES: CCNCCN.O.O
Kohn-Sham gap, eV: 8.3
Total charge: 0

Results of the Löwdin charge analysis, in e, for atoms 1 through 8: number 1, C, carries -0.102; number 2, C, carries -0.235; number 3, N, carries -0.065; number 4, C, carries -0.298; number 5, C, carries -0.308; number 6, N, carries -0.053; number 7, H, carries -0.003; number 8, H, carries 0.084

Run three
3 unconnected molecules or ions with the total composition C4H16N2O2. Source: the Open Molecules 2025 dataset; level of theory: the ωB97M-V functional and the def2-TZVPD basis.

CARTESIAN COORDINATES (ANGSTROEM)
C (2.04234, 0.49839, 1.40259)
C (0.90308, -0.23559, 0.56995)
N (0.05661, -0.83221, 1.69799)
C (0.00680, 0.77080, -0.42049)
C (-1.33632, 0.08207, -0.82605)
N (-1.13681, -1.03646, -1.75200)
H (2.67611, 1.04815, 0.68658)
H (1.60874, 1.26033, 2.03753)
H (2.64308, -0.13368, 2.02896)
H (1.38947, -1.01379, 0.03891)
H (-0.58713, -1.47595, 1.26570)
H (-0.41708, -0.04063, 2.12398)
H (0.53811, 0.90740, -1.27056)
H (-0.28838, 1.54873, 0.28652)
H (-1.92558, -0.11907, 0.12746)
H (-1.98823, 0.70903, -1.33566)
H (-1.86489, -1.00060, -2.35816)
H (-0.92241, -2.02731, -1.42031)
O (1.70720, -1.88466, -2.34542)
H (0.85249, -1.37857, -2.44790)
H (1.81326, -2.39692, -3.11086)
O (-1.95531, 1.84705, 1.95298)
H (-2.33117, 2.13802, 1.09756)
H (-1.48397, 2.76546, 1.97071)

Output
HOMO energy, Ha: -0.32544
Spin multiplicity: 1
E_LUMO, eV: 0.48
SMILES: C[C@@H](N)CCN.O.O
Kohn-Sham gap, eV: 9.3
Total charge: 0

Results of the Löwdin charge analysis, in e, for atoms 1 through 8: number 1, C, carries -0.076; number 2, C, carries -0.334; number 3, N, carries 0.017; number 4, C, carries -0.103; number 5, C, carries -0.286; number 6, N, carries 0.000; number 7, H, carries 0.071; number 8, H, carries 0.055

run three has the most favorable energy; the next structure is 0.0813 hartree above.